(1)
This record from the Open Molecules 2025 dataset describes a cluster of 2 separate species, C4H4N2O4 in total. The level of theory is wB97M-V/def2-TZVPD.

LUMO (alpha / beta), eV: -0.34 / -0.34

```
! RIJCOSX wB97M-V def2-TZVPD def2/J DEFGRID3
* xyz 0 1
O -0.9428 -0.0113 -1.8625
O -0.4224 -1.7474 1.0762
O -2.1829 1.8291 2.1207
O -3.4050 1.2918 0.2909
N -1.2150 -1.3027 0.0528
N 0.8134 -1.0475 0.8869
C 0.8584 -0.3510 -0.1998
C -2.7499 1.5147 1.1990
C 1.9471 0.2508 -0.9196
C -0.5889 -0.4876 -0.7917
H 2.5983 0.8248 -0.2946
H 1.3810 -1.0055 1.6360
H 2.4455 -0.5646 -1.3821
H 1.4633 0.8066 -1.8121
*
```



(2)
This record from the Open Molecules 2025 dataset describes an isolated molecule of C3H5NO2. The level of theory is wB97M-V/def2-TZVPD.

LUMO, eV: 0.75

```
! RIJCOSX wB97M-V def2-TZVPD def2/J DEFGRID3
* xyz 0 1
O -0.1798 -1.2803 0.0552
O 1.6730 -2.2900 1.1228
N 0.1805 0.9263 -0.2924
C 0.6285 -0.3125 -0.3302
C -1.1455 1.3680 0.1258
C 1.1338 -2.0121 0.0936
H 0.8405 1.6281 -0.5968
H 1.3107 -2.4519 -0.8923
H -1.7681 1.6171 -0.7406
H -1.0584 2.2497 0.7691
H -1.6152 0.5577 0.6857
*
```



(3)
This record from the Open Molecules 2025 dataset describes an isolated molecule of H5N3. The level of theory is wB97M-V/def2-TZVPD.

LUMO, eV: 1.17

```
! RIJCOSX wB97M-V def2-TZVPD def2/J DEFGRID3
* xyz 0 1
N -0.3201 0.8492 -0.1853
N 1.1001 0.5916 -0.0662
N -1.2252 -0.2895 -0.0573
H -1.2253 -0.5588 -0.9930
H -0.6210 -1.1100 0.2900
H -0.5870 1.5176 0.5396
H 1.5298 0.0560 -0.8273
H 1.1058 0.0851 0.7917
*
```



(4)
This record from the Open Molecules 2025 dataset describes the ion C5H9N2S with charge +1. The level of theory is wB97M-V/def2-TZVPD.

LUMO, eV: -4.02

```
! RIJCOSX wB97M-V def2-TZVPD def2/J DEFGRID3
* xyz 1 1
S 0.6914 1.1396 1.3016
N -1.7374 0.5387 -0.6224
N 1.1834 -0.6165 -0.7172
C 2.1436 -1.4274 -0.0261
C 0.5921 0.4253 -0.4898
C -1.7416 -0.0751 0.5577
C -0.7666 0.0936 1.5212
C -0.5314 0.8731 -1.3305
H 3.0824 -0.9807 -0.3010
H -0.7381 -0.5534 2.4084
H -2.7019 -0.4716 0.9256
H -0.3788 0.2092 -2.2826
H -2.5980 0.2339 -1.2056
H 0.1097 2.2283 0.8288
H 1.8962 -2.3724 -0.3532
H -0.4103 1.9908 -1.3207
H 1.9052 -1.2354 1.1058
*
```



(5)
This record from the Open Molecules 2025 dataset describes an isolated molecule of C17H21N3O3S2. The level of theory is wB97M-V/def2-TZVPD.

LUMO, eV: 0.39

```
! RIJCOSX wB97M-V def2-TZVPD def2/J DEFGRID3
* xyz 0 1
S -3.5511 -0.7773 -1.1158
S 1.8053 0.6406 -1.1104
O -3.7054 -0.5138 -2.5163
O -4.3473 -1.8259 -0.5359
O 4.1710 1.5652 -1.2008
N 2.1393 -1.6213 0.1475
N -3.7677 0.6809 -0.3054
N 4.1105 -0.4270 -0.1647
C -0.1506 -2.4927 0.2361
C -6.1920 1.0419 -0.5034
C 6.2675 0.6783 -0.4025
C -0.9116 -0.1417 -1.1318
C 2.7611 -0.5885 -0.2999
C -4.8172 1.5221 -0.8577
C -2.3553 0.6380 1.6605
C -1.7904 -0.2052 2.5034
C -3.7540 0.5099 1.1384
C 4.7705 0.6761 -0.6402
C -1.8316 -1.0960 -0.7551
C -7.1078 1.7809 0.0938
C 0.4136 -0.3660 -0.8059
C 0.8028 -1.5400 -0.1160
C -1.4700 -2.2590 -0.0881
C 6.9308 -0.5074 -1.1055
C 6.5734 0.6870 1.0966
H 6.6270 -1.4550 -0.6654
H 6.6424 1.6062 -0.8447
H -4.1787 -0.4647 1.4054
H 6.2539 -0.2366 1.5749
H -4.3800 1.2899 1.5833
H -2.3145 -1.0719 2.8706
H -1.2348 0.7406 -1.6586
H -1.8163 1.5019 1.2958
H 8.0115 -0.4258 -1.0178
H 4.6041 -1.1736 0.3035
H -2.2485 -2.9597 0.1673
H 0.1585 -3.3858 0.7541
H -6.3772 0.0065 -0.7552
H 7.6443 0.7946 1.2504
H 6.6729 -0.5178 -2.1618
H -8.0844 1.3972 0.3343
H -4.6550 2.5490 -0.5149
H -6.9241 2.8121 0.3521
H 6.0719 1.5201 1.5833
H -4.6810 1.4789 -1.9417
H -0.7861 -0.0650 2.8641
*
```



(6)
This record from the Open Molecules 2025 dataset describes a structure of composition C9H15N3O5SV. The level of theory is wB97M-V/def2-TZVPD.

LUMO (alpha / beta), eV: 0.14 / 0.11
Expectation value of S²: 3.76

```
! RIJCOSX wB97M-V def2-TZVPD def2/J DEFGRID3
* xyz 0 4
V -0.1764 0.5687 -0.6636
S 0.2164 0.8370 1.8093
O -0.3059 -1.2961 -1.2529
O 0.6428 -2.6199 -2.8256
O -1.7487 1.9084 -0.7246
O 1.7115 0.3236 -1.2870
O 3.0591 -1.2221 -2.1951
N -3.8800 1.2279 -0.4256
N 2.8401 1.2760 1.3541
N 2.3118 -0.8439 1.3855
C 1.5436 -2.0694 1.4246
C -5.2974 1.5535 -0.4249
C 1.8476 0.3872 1.5225
C -3.4674 -0.1669 -0.2369
C -2.9605 2.1466 -0.6707
C 0.6719 -1.7023 -2.0440
C 3.7134 -0.8472 0.9533
C 1.9622 -0.8208 -1.8690
C 4.0079 0.6436 0.7308
H 1.7869 -2.6717 0.5491
H 2.5882 2.2302 1.1621
H -2.9365 -0.2852 0.7081
H -3.3411 3.1604 -0.8252
H -5.7829 1.0745 0.4238
H 4.3381 -1.2901 1.7308
H 1.7773 -2.6412 2.3246
H -5.7794 1.2140 -1.3425
H 0.4838 -1.8344 1.4050
H 3.8089 -1.4162 0.0295
H -2.8122 -0.4955 -1.0436
H 4.0352 0.8718 -0.3349
H -4.3543 -0.7944 -0.2285
H -5.4303 2.6296 -0.3327
H 4.9265 0.9643 1.2144
*
```